C3H11NO3 | ωB97M-V/def2-TZVPD

Its spin multiplicity is 1. For the HOMO energy, the calculation gives -9.48 eV. The energy relative to the best compared isomer or geometry (same formula, charge and spin) is 194.53 kJ/mol. The LUMO energy is 0.67 eV.

Positions of all 18 atoms, in Å:
1 C -0.09000 1.99776 0.14895
2 N 0.31708 0.78605 0.41005
3 C 1.26763 0.42514 1.44710
4 C 1.72869 -0.97608 0.74522
5 O -0.75738 2.30131 -0.81872
6 H 0.24328 2.88628 0.76990
7 H -0.03208 0.02003 0.05996
8 H 0.74709 0.17067 2.35827
9 H 2.02354 1.21913 1.59285
10 H 2.23953 -0.82547 -0.18366
11 H 0.81926 -1.51800 0.70308
12 H 2.31724 -1.38327 1.62346
13 H -2.47570 -0.78257 -0.83801
14 H -3.07270 -1.81487 -0.06368
15 O -2.35797 -1.25381 0.01447
16 H -0.77392 -1.11142 -3.00333
17 H -0.85912 0.37422 -2.56367
18 O -1.28447 -0.51510 -2.40225

Atoms 1-3, force components in eV/Å:
C -0.4 2.7 -0.8
N 2.9 4.3 4.0
C 0.2 -1.5 -2.4



C20H56N7O2P2 | ωB97M-V/def2-TZVPD

Its spin multiplicity is 1. For the HOMO energy, the calculation gives -10.14 eV. Its total charge is +1. The LUMO energy is -2.94 eV.

Positions of all 87 atoms, in Å:
1 C -1.64807 3.88284 0.93098
2 C -2.21323 2.78357 0.01086
3 C -1.69504 1.38046 0.35288
4 N -2.50956 0.71298 1.44459
5 C -1.88234 -0.62793 1.77771
6 C -1.10575 -0.58797 3.09895
7 C 0.37148 -0.17154 2.97120
8 C 1.09202 -0.77600 1.75304
9 C 1.09714 -0.72311 4.23102
10 H -1.78279 4.85369 0.44785
11 H -0.57195 3.74942 1.06241
12 H -2.18595 3.94565 1.88114
13 H -1.93233 2.97952 -1.02460
14 H -3.30511 2.74844 0.11674
15 H -1.80010 0.73457 -0.52187
16 H -0.65881 1.35392 0.69344
17 H -3.45058 0.54789 1.08766
18 H -2.56489 1.30487 2.27516
19 H -2.73390 -1.30035 1.93462
20 H -1.33482 -1.04179 0.93393
21 H -1.63136 0.12853 3.74869
22 H -1.17065 -1.54557 3.62161
23 H 0.49668 0.91835 2.93789
24 H 0.80166 -0.31694 0.80132
25 H 2.16169 -0.57884 1.87046
26 H 0.97328 -1.86394 1.70308
27 H 0.46747 -0.51602 5.10207
28 H 1.09658 -1.81311 4.11836
29 H 2.10665 -0.33014 4.32896
30 O 2.70602 5.43162 0.41034
31 P 3.71564 5.07478 -0.65647
32 N 3.05011 5.98391 -1.95216
33 C 2.87159 5.55120 -3.32439
34 C 3.00443 7.43214 -1.76651
35 N 3.30055 3.40663 -0.79158
36 C 3.06422 2.69795 -2.03332
37 C 2.46143 2.85261 0.25395
38 N 5.21797 4.74258 -1.49085
39 C 6.13520 3.90593 -0.66710
40 C 6.00834 5.93562 -1.86697
41 H 3.79443 5.19165 -3.79735
42 H 2.50425 6.36461 -3.94920
43 H 2.11694 4.76595 -3.39967
44 H 3.99178 7.90115 -1.86999
45 H 2.62892 7.68120 -0.77201
46 H 2.33134 7.90811 -2.47860
47 H 2.03642 2.83823 -2.39405
48 H 3.21548 1.62236 -1.89004
49 H 3.76053 2.98710 -2.81776
50 H 1.40653 3.13393 0.11904
51 H 2.79095 3.18704 1.23469
52 H 2.52832 1.75934 0.26393
53 H 6.42778 4.41511 0.25555
54 H 7.03578 3.66939 -1.23404
55 H 5.67806 2.95784 -0.39745
56 H 6.17572 6.60488 -1.01969
57 H 5.52824 6.49757 -2.66632
58 H 6.97801 5.63307 -2.26064
59 O -2.88485 -5.98607 -2.62747
60 P -3.26016 -5.61247 -1.21598
61 N -2.11954 -4.33344 -0.99766
62 C -1.29724 -4.08572 0.16395
63 C -2.25417 -3.19055 -1.89049
64 N -2.73296 -7.04872 -0.44557
65 C -1.90539 -7.10705 0.74401
66 C -2.43815 -8.19763 -1.29894
67 N -4.17492 -5.20050 0.22433
68 C -5.31711 -6.13322 0.43573
69 C -4.76834 -3.84926 0.22915
70 H -1.87658 -3.99324 1.09606
71 H -0.72462 -3.16020 0.06568
72 H -0.54678 -4.86587 0.29796
73 H -3.10997 -2.54647 -1.62817
74 H -2.40214 -3.52130 -2.91994
75 H -1.35505 -2.57172 -1.89245
76 H -0.83934 -7.01383 0.50298
77 H -2.04060 -8.06681 1.25136
78 H -2.17506 -6.34954 1.47898
79 H -1.46268 -8.10257 -1.78774
80 H -3.19984 -8.32276 -2.06345
81 H -2.43921 -9.11567 -0.70698
82 H -6.03707 -6.08409 -0.38637
83 H -5.83287 -5.88925 1.36528
84 H -4.98022 -7.16149 0.52601
85 H -5.35396 -3.64846 -0.67213
86 H -4.00217 -3.07798 0.32623
87 H -5.42142 -3.72906 1.09411

Atoms 1-3, force components in eV/Å:
C -0.3 0.1 -0.6
C 0.4 -0.2 0.9
C -0.4 0.4 -0.3



C31H61AlN6O17 | ωB97M-V/def2-TZVPD

Its spin multiplicity is 1. For the HOMO energy, the calculation gives -13.49 eV. Its total charge is +2. The LUMO energy is -11.65 eV.

Positions of all 116 atoms, in Å:
1 Al 0.68225 3.86926 -1.13888
2 C -1.28739 0.29677 -0.05241
3 O -0.76258 1.25558 -0.87699
4 H -1.73658 0.69962 0.85536
5 H -1.99777 -0.34271 -0.57635
6 H -0.43938 -0.29824 0.28662
7 C -5.05933 2.09270 0.26280
8 N -6.50454 2.11245 -0.20392
9 O -6.59508 2.43340 -1.39936
10 O -7.42214 1.88424 0.62362
11 H -4.43505 1.36235 -0.25193
12 H -5.14502 1.95660 1.34087
13 H -4.62767 3.07495 0.07057
14 C -2.04571 1.98494 3.52604
15 N -1.59361 1.14992 4.67779
16 O -2.13005 1.34979 5.77809
17 O -0.64412 0.44595 4.56591
18 H -2.97406 1.58587 3.11737
19 H -1.29506 2.15552 2.75433
20 H -2.31298 3.00637 3.79680
21 C -2.72138 -2.57609 4.67887
22 C -3.13254 -2.26054 3.24064
23 C -3.07967 -3.45200 2.30498
24 O -1.88281 -4.22273 2.11085
25 C -0.79877 -3.56927 1.40440
26 N -4.47345 -1.67444 3.28161
27 H -2.62769 -1.66369 5.26781
28 H -1.78255 -3.12849 4.71850
29 H -3.45392 -3.21166 5.17642
30 H -2.47096 -1.51775 2.79491
31 H -3.43600 -3.21019 1.30364
32 H -3.82380 -4.10150 2.76598
33 H -1.10508 -2.98187 0.53881
34 H -0.13461 -4.33429 1.00223
35 H -0.13720 -2.97950 2.03890
36 H -5.12561 -2.32885 3.68970
37 H -4.52612 -0.93528 3.96789
38 C 6.77416 -1.98103 3.78698
39 C 5.63805 -1.20946 3.17373
40 C 4.22294 -1.91046 3.11485
41 O 3.30260 -0.95680 2.55683
42 C 2.00145 -1.52381 2.68797
43 N 5.53387 -0.02397 4.01380
44 H 6.61081 -2.41254 4.77451
45 H 7.72903 -1.45623 3.75696
46 H 6.80146 -2.80916 3.07878
47 H 5.92860 -1.00076 2.14410
48 H 3.78789 -2.13825 4.08797
49 H 4.35703 -2.88167 2.63853
50 H 1.72295 -1.96036 3.64712
51 H 2.08739 -2.35807 1.99174
52 H 1.24328 -0.87647 2.24726
53 H 4.55366 0.14540 3.83883
54 H 5.60092 -0.21095 5.00407
55 C 2.22181 2.11201 3.43210
56 C 1.93302 2.96226 2.20549
57 C 3.15934 3.82913 1.73419
58 O 2.87283 4.71655 0.65580
59 C 3.78339 5.71614 0.42773
60 N 1.49478 2.08783 1.12422
61 H 2.85173 1.30189 3.06469
62 H 1.28491 1.64156 3.73042
63 H 2.84387 2.62062 4.16861
64 H 1.14423 3.68299 2.42103
65 H 4.05556 3.24072 1.53760
66 H 3.40667 4.31671 2.67717
67 H 3.42321 6.45223 -0.29099
68 H 4.71936 5.27407 0.08621
69 H 3.99078 6.15868 1.40202
70 H 2.11733 1.29716 1.21005
71 H 0.55889 1.73448 1.26329
72 C 0.62864 2.56211 -6.15017
73 C 0.33445 3.08701 -4.69809
74 C -1.20618 3.16785 -4.35956
75 O -1.41143 3.78595 -3.10249
76 C -2.70355 3.40304 -2.52585
77 N 0.97997 2.14680 -3.82071
78 H -0.05382 1.73167 -6.33108
79 H 1.65218 2.20680 -6.26944
80 H 0.44709 3.33346 -6.89860
81 H 0.94526 3.97810 -4.55334
82 H -1.48569 2.11645 -4.29218
83 H -1.72753 3.58923 -5.21907
84 H -3.43854 3.95514 -3.11157
85 H -2.85421 3.70505 -1.48942
86 H -2.78492 2.31624 -2.54465
87 H 0.37276 1.34388 -3.73870
88 H 1.82734 1.86395 -4.29192
89 C -2.96205 -2.87402 -5.31206
90 C -3.36411 -3.67843 -4.33926
91 C -2.94215 -3.50963 -2.90179
92 O -3.18404 -4.22299 -1.91787
93 C -2.12526 -2.37168 -2.70272
94 C -1.78371 -1.47672 -3.66851
95 C -2.15562 -1.69422 -5.11501
96 O -1.96516 -1.00891 -6.11384
97 O -0.98154 -0.40941 -3.41930
98 O -4.20561 -4.71760 -4.54741
99 H -3.26877 -3.06994 -6.32888
100 H -1.82223 -2.24790 -1.67352
101 H -1.11120 -0.04406 -2.54107
102 H -4.37139 -5.25950 -3.77252
103 C 2.27650 -1.95470 -3.99965
104 C 2.68282 -1.05090 -3.09892
105 C 2.29718 -1.06459 -1.63029
106 O 2.60798 -0.21420 -0.82992
107 C 1.49926 -2.22103 -1.24830
108 C 1.11682 -3.14779 -2.20694
109 C 1.49283 -3.08259 -3.69191
110 O 1.12320 -3.87348 -4.54947
111 O 0.36446 -4.25605 -1.83644
112 O 3.40384 0.01996 -3.42953
113 H 2.40363 -1.80525 -5.06168
114 H 1.22435 -2.43842 -0.22674
115 H 0.04635 -4.71552 -2.61701
116 H 3.46202 0.58923 -2.65872

Atoms 1-3, force components in eV/Å:
Al 0.1 -1.5 0.0
C -0.3 0.8 -1.5
O 0.2 0.2 0.2



C4H8O3 | ωB97M-V/def2-TZVPD

Its spin multiplicity is 1. For the HOMO energy, the calculation gives -10.33 eV. The energy relative to the best compared isomer or geometry (same formula, charge and spin) is 131.57 kJ/mol. The LUMO energy is 0.84 eV.

Positions of all 15 atoms, in Å:
1 C 1.31672 -1.23274 0.45159
2 C 0.70306 0.15341 0.38904
3 O 1.21630 0.81486 -0.75984
4 C -0.83357 0.15956 0.34273
5 O -1.30023 1.38319 0.84576
6 C -1.28925 0.01662 -1.10185
7 O -1.99852 0.85790 -1.60777
8 H 2.40586 -1.14897 0.40354
9 H 1.04896 -1.71784 1.39655
10 H 0.98791 -1.87090 -0.37613
11 H 0.97762 0.70738 1.29770
12 H 0.89417 1.72612 -0.72721
13 H -1.23609 -0.68926 0.92519
14 H -1.93613 1.71323 0.18714
15 H -0.95681 -0.87255 -1.66643

Atoms 1-3, force components in eV/Å:
C 0.0 -0.1 0.0
C 0.0 -0.2 0.2
O 0.0 0.3 0.1



C8H32N10O8 | ωB97M-V/def2-TZVPD

Its spin multiplicity is 1. For the HOMO energy, the calculation gives -8.93 eV. The energy relative to the best compared isomer or geometry (same formula, charge and spin) is 318.81 kJ/mol. The LUMO energy is -0.08 eV.

Positions of all 58 atoms, in Å:
1 C 0.16258 -1.11456 -3.99511
2 O -0.53683 -1.94442 -3.48220
3 N 1.12333 -1.46057 -4.81685
4 N 0.27906 0.19189 -3.68273
5 H 1.64085 -0.80657 -5.38656
6 H 1.27933 -2.43966 -5.00961
7 H -0.47005 0.51496 -3.08729
8 H 0.76017 0.77446 -4.35299
9 C -2.33222 1.96692 -1.12798
10 O -1.44537 1.69576 -1.96601
11 N -3.52176 2.37283 -1.43448
12 N -2.17491 1.87938 0.19033
13 H -3.69652 2.49181 -2.42211
14 H -4.27482 2.40933 -0.76241
15 H -1.34665 1.31804 0.32812
16 H -3.08288 1.67527 0.58280
17 C 3.35088 1.95549 -2.78643
18 O 3.70331 3.12599 -2.77532
19 N 2.30481 1.66278 -2.15676
20 N 3.76910 1.12395 -3.62905
21 H 1.98003 0.71798 -2.00856
22 H 1.76011 2.44226 -1.81645
23 H 3.43204 0.17717 -3.72954
24 H 4.45837 1.51847 -4.25304
25 C -3.98703 -2.59821 1.08486
26 O -3.30102 -3.56889 1.50018
27 N -3.77249 -1.38706 1.50201
28 N -4.67603 -2.63730 0.02008
29 H -3.11277 -1.40254 2.26662
30 H -4.17670 -0.51484 1.19224
31 H -4.76231 -3.54482 -0.41474
32 H -5.34722 -1.96959 -0.33175
33 C 1.22649 2.78934 3.18110
34 O 1.26656 3.90109 3.60761
35 N 0.27502 1.90266 3.46755
36 N 2.12360 2.25931 2.40122
37 H -0.45647 2.34565 4.00494
38 H 0.04510 1.14717 2.83790
39 H 3.01093 2.73856 2.34598
40 H 2.08942 1.29773 2.09417
41 C 0.19964 -0.51717 0.66273
42 O -0.60603 0.04417 1.63156
43 H 0.21216 0.11659 -0.22400
44 H 1.18411 -0.77996 1.04986
45 H -0.44622 -1.31882 0.30451
46 H -1.04503 -0.61540 2.17362
47 C 3.98437 -1.68276 0.15128
48 O 3.34939 -0.86711 -0.83383
49 H 3.26081 -2.35324 0.61496
50 H 4.84596 -2.21854 -0.24711
51 H 4.39571 -0.99527 0.89037
52 H 3.44219 -1.32559 -1.67215
53 C -0.77558 -1.58068 4.86333
54 O -1.72130 -1.79823 3.84736
55 H -0.54754 -2.56282 5.27747
56 H 0.12917 -1.19383 4.39442
57 H -1.15707 -0.91573 5.63819
58 H -2.27204 -2.44268 4.29787

Atoms 1-3, force components in eV/Å:
C 0.4 0.7 1.1
O -1.6 -0.7 1.0
N 3.2 -1.8 -3.2



C2H5FIN | ωB97M-V/def2-TZVPD

Its spin multiplicity is 1. For the HOMO energy (alpha / beta), the calculation gives -7.19 / -9.20 eV. The energy relative to the best compared isomer or geometry (same formula, charge and spin) is 383.41 kJ/mol. The LUMO energy (alpha / beta) is -0.36 / 0.04 eV.

Positions of all 10 atoms, in Å:
1 C -0.43507 0.36648 0.47371
2 C -0.58620 -0.46584 -1.78104
3 N -0.75773 -0.67843 -0.46265
4 F -0.74670 -1.54625 -2.53415
5 I -1.32253 1.29052 -2.64567
6 H -1.21790 1.12892 0.45341
7 H -0.37354 -0.05494 1.47249
8 H 0.52026 0.83183 0.20863
9 H 1.79950 -0.22486 -1.95777
10 H -0.53801 -1.62488 -0.17423

Atoms 1-3, force components in eV/Å:
C 0.0 0.4 0.1
C 1.8 0.2 -0.2
N -0.3 -0.6 0.0